Record 1
{"formula": "C3H7O5STl", "method": "ωB97M-V/def2-TZVPD", "relative_energy_ev": 0.0000, "homo_energy_ev": -0.42, "total_energy_ev": -28984.48226, "charge": -2, "species": ["Tl", "O", "S", "O", "O", "O", "C", "C", "C", "O", "H", "H", "H", "H", "H", "H", "H"], "xyz": [[-0.239, -0.012, -0.232], [-1.450, -1.765, 1.675], [-1.225, -0.020, 2.815], [-2.054, 0.964, 1.951], [0.168, 0.210, 2.681], [-2.155, -0.010, 3.944], [2.787, -1.563, -2.457], [2.051, -0.317, -1.872], [2.841, 1.005, -2.735], [2.226, -0.292, -0.466], [2.757, -1.656, -3.584], [2.454, -2.455, -2.008], [3.994, -1.435, -2.255], [1.084, -0.526, -2.453], [3.862, 1.545, -2.373], [2.238, 2.264, -2.571], [3.006, 0.535, -3.683]], "forces_ev_per_angstrom": [[-0.89, -0.42, 1.34], [1.07, 3.94, 2.21], [-8.26, -1.65, -6.36], [2.64, -0.73, -0.64], [2.68, 0.51, 1.50], [2.35, -1.56, 2.59], [4.09, 1.79, -0.96], [3.68, 0.35, 0.21], [-0.84, 3.38, 3.51], [-1.74, 0.21, -3.31], [-0.39, 0.11, 0.93], [-0.43, -1.06, 0.64], [-2.82, -0.51, -0.18], [0.05, 1.30, 1.26], [-1.89, -2.40, -0.25], [0.92, -4.07, -1.28], [-0.21, 0.79, -1.21]], "lowdin_charge": [0.916, -0.751, 0.369, -0.588, -0.451, -0.444, -0.159, -0.708, -0.114, -0.444, 0.052, 0.030, 0.112, 0.039, 0.047, 0.121, -0.028]}

=====

Record 2
{"formula": "C3H7OP", "method": "ωB97M-V/def2-TZVPD", "relative_energy_ev": 3.4752, "homo_energy_ev": [-7.89, -7.67], "total_energy_ev": -14556.74432, "species": ["C", "C", "C", "O", "P", "H", "H", "H", "H", "H", "H", "H"], "xyz": [[-1.855, 1.313, -0.111], [-1.688, -0.010, -0.158], [1.746, -0.523, -0.112], [2.628, -0.965, -1.093], [-0.862, -1.018, 1.055], [-2.376, 1.849, -0.888], [-1.479, 1.901, 0.712], [-2.083, -0.571, -0.996], [1.350, 0.447, -0.371], [2.074, -0.675, 0.905], [3.023, -1.803, -0.824], [-0.478, 0.056, 1.879]], "forces_ev_per_angstrom": [[-0.04, 0.08, -0.08], [0.08, -0.12, 0.07], [0.65, 0.10, -0.28], [-1.14, -0.05, 0.64], [0.54, -0.40, -0.51], [-0.11, 0.05, -0.13], [0.08, 0.06, 0.14], [-0.10, 0.05, -0.14], [-0.12, -0.01, -0.02], [0.02, -0.06, 0.12], [-0.02, 0.09, 0.06], [0.16, 0.22, 0.14]], "lowdin_charge": [-0.100, -0.594, -0.147, -0.072, 0.783, 0.043, 0.036, 0.033, 0.042, 0.032, 0.089, -0.145]}

=====

Record 3
{"formula": "C3H7OS", "method": "ωB97M-V/def2-TZVPD", "relative_energy_ev": 0.9833, "homo_energy_ev": -2.70, "total_energy_ev": -16107.29409, "charge": -1, "species": ["C", "S", "H", "H", "H", "C", "C", "O", "H", "H", "H", "H"], "xyz": [[2.681, -0.155, 0.452], [1.614, 0.666, -0.802], [2.499, -1.233, 0.569], [2.603, 0.301, 1.440], [3.704, -0.140, 0.069], [-2.684, 0.660, -0.340], [-1.741, -0.182, 0.069], [-1.041, -0.941, -0.836], [-3.244, 1.201, 0.414], [-2.907, 0.797, -1.386], [-1.411, -0.332, 1.092], [-0.073, -0.641, -0.742]], "forces_ev_per_angstrom": [[0.16, -0.42, -0.61], [-0.05, -0.39, 0.37], [-0.41, 0.16, 0.00], [0.18, 0.11, -0.02], [0.17, 0.34, 0.39], [-0.18, -0.18, 1.00], [0.54, -0.38, -1.39], [0.10, 0.34, 0.63], [-0.05, 0.10, -0.17], [0.02, -0.04, -0.08], [-0.29, 0.28, 0.21], [-0.20, 0.08, -0.32]], "lowdin_charge": [-0.690, 0.157, -0.012, -0.020, -0.030, -0.022, -0.336, -0.151, 0.028, 0.044, 0.097, -0.066]}